Record 1
ORCA calculation (ωB97M-V/def2-TZVPD) on a 6-piece molecular cluster, CH13O5S overall in a non-equilibrium geometry.

CARTESIAN COORDINATES (ANGSTROEM)
H -0.84488 0.15192 -2.26959
H 0.89225 -2.44406 -0.88088
O 0.10616 0.27640 -2.32866
S -2.24878 0.68071 0.54708
O 2.67138 -0.39426 0.99660
O 1.57175 -1.89039 -1.29094
H 1.05334 -1.12124 -1.64454
O -1.14890 -2.24717 -0.06682
H 0.24757 1.10758 -1.80532
H 0.15201 2.66654 -0.07697
H 2.40183 -1.23179 0.58322
H -1.19893 2.17546 -0.43944
H -0.90112 1.80066 2.26812
H -1.11808 -2.06244 0.88072
H 2.85812 0.15871 0.24235
C -1.11230 0.75379 2.06259
H -0.18007 0.28596 1.75099
O -0.32819 2.49198 -0.88670
H -1.18618 -1.33865 -0.42198
H -1.68699 0.18027 2.78019

LUMO   3.6 eV
Charge   -1
DFT total energy   -22322.7720 eV
Energy above the lowest of the compared OMol25 structures with the same formula, charge and spin   14.8 kcal per mole

=====

Record 2
ORCA calculation (ωB97M-V/def2-TZVPD) on a 7-piece molecular cluster, C33H68N2O15P overall in a non-equilibrium geometry.

CARTESIAN COORDINATES (ANGSTROEM)
H 5.21419 -4.09484 -0.35221
C 2.75251 -3.22793 -0.95347
P -6.05278 -2.01271 0.38815
C 5.53928 -2.04568 4.50865
H -3.49041 -2.96714 1.36186
O -4.00164 0.23991 -6.27996
H -0.22227 -1.90299 1.49861
C -4.04428 -0.07102 -2.57486
H 3.90827 -8.47205 -0.38280
H -3.47672 -0.97632 -2.76674
H 3.60144 9.84565 1.49560
C -2.88801 0.47523 -7.13712
O 6.28250 -2.23773 3.58559
H 2.52791 -0.84231 4.67951
C 3.39984 -1.12767 5.26467
C -1.10105 6.63417 1.42681
H 6.46326 -1.87724 6.42064
C -5.60383 0.66671 -8.10313
C 1.18115 -6.64121 -0.30802
H -3.05232 3.20119 -2.04975
C -2.82498 -2.30479 0.80526
H 0.06198 5.16779 0.33420
H 0.99675 6.14073 1.47256
H 0.44382 -3.41855 0.92924
H 0.44276 6.83362 -0.05965
C 4.68715 -3.64540 0.49216
H 0.58665 -8.67789 -0.79822
H 4.66204 -2.98805 -1.99869
O -0.65490 -3.63366 2.62994
C -4.34712 0.13371 0.91625
H -4.59656 0.14153 -3.49478
C 3.63775 -2.62186 -2.01616
H -5.85318 -0.88629 -1.89780
H 3.63472 -1.53879 -1.90290
C 3.56765 9.26600 2.41669
H 5.16921 -1.57563 0.07705
H 2.38336 -9.36403 -0.18694
H 3.16358 -2.08803 5.72415
C -2.99000 5.71942 0.16944
H -4.32760 2.75488 -3.15926
H -0.13693 -7.43772 -1.79285
H -3.00014 -0.06265 -8.08064
N -3.41408 -1.76710 -0.41504
O -6.13132 -0.20598 -5.96491
H -2.50206 1.20155 -3.33979
H -2.03243 0.03467 -6.62752
H 6.31157 -2.39859 1.14705
H -1.99002 3.88987 -0.26753
H 5.65100 9.55585 2.86276
H 0.40093 -6.49291 0.43904
H 4.72616 -1.90304 1.74051
C -5.08943 -0.22745 -1.47478
C 2.83694 -8.66708 -2.21527
H -1.38294 5.99863 2.26785
H 2.84947 0.07825 6.96075
H -6.46733 0.11314 -8.46331
C -2.64575 1.95654 -7.34297
O 4.46466 -1.26392 4.31769
C -5.27546 0.17231 -6.71085
H -5.87532 -3.98810 1.19322
C 2.83549 7.08580 4.16364
H 4.93557 -2.78621 6.48054
N -5.74588 -3.57889 0.27635
H 2.40186 8.06659 4.34747
C 3.69858 -0.05428 6.29018
H 6.35750 -3.52731 5.78310
H -4.47696 2.45996 -1.40020
H -0.95169 7.63691 1.83099
H -1.83673 -4.18898 0.23328
O 3.51272 -8.88881 -3.18349
O 1.56938 -3.35088 -1.11023
H -3.46934 3.71000 0.68139
O -3.62511 1.10294 0.62775
C -1.58628 -3.14577 0.42018
H 4.57808 10.77070 3.58161
C 0.78434 -7.72283 -1.28831
H 4.68593 9.14494 4.26976
H -5.85607 1.72493 -8.05236
H 3.90541 0.89363 5.79356
O 3.72746 7.90545 2.01467
C 5.82691 -2.58459 5.89081
O -4.87665 -0.04955 2.05247
H -2.51556 2.45229 -6.38103
C -3.80832 2.44315 -2.25259
H -2.40243 0.92692 -1.59422
H -1.23981 -3.06613 3.13854
H -1.24991 -2.74467 -0.53903
H -6.44677 -1.67868 1.69219
O 1.75911 -7.87956 -2.33031
H 2.10958 -6.89105 0.20902
H 4.57552 -0.30306 6.88943
C 5.26148 -2.30350 0.88643
C 3.26740 6.86172 2.73165
H -3.73685 -2.57878 -0.94161
H -2.01441 4.25816 1.47093
H -3.48882 2.43590 -7.84173
H -2.48406 -1.52279 1.48283
H 2.06983 6.35221 4.40353
O 3.27479 5.76350 2.25452
H 3.69110 6.93513 4.82036
H 1.34769 -5.69969 -0.82869
H -4.80472 0.51664 -8.82626
H -1.75136 2.11780 -7.94638
C 3.22732 -9.18299 -0.84811
C -3.08441 1.11407 -2.41592
C -2.57781 4.31760 0.54207
H 2.58044 9.43037 2.85076
C -4.58652 -0.95852 -0.16947
H 4.78550 -4.34150 1.32469
O -3.97407 5.95258 -0.47320
H 3.74037 -10.13287 -0.97849
O -2.17712 6.75699 0.50186
C -0.43157 -2.96802 1.38112
O 3.28234 -3.56126 0.23460
C 0.17539 6.16438 0.75945
C 4.68323 9.71274 3.33909
H -7.15153 -1.70361 -0.45282
H -5.60039 0.69228 -1.21645
H 3.22323 -2.87852 -2.98789

LUMO   1.7 eV
Charge   -1
DFT total energy   -78305.7987 eV

=====

Record 3
ORCA calculation (ωB97M-V/def2-TZVPD) on a 4-piece molecular cluster, C36H55F5N4O8S3 overall in a non-equilibrium geometry.

CARTESIAN COORDINATES (ANGSTROEM)
H -6.93134 -1.32468 1.12503
H -2.93163 -3.39982 3.07148
C -4.25307 -2.99848 1.41507
H -3.67352 7.15778 -1.41009
H -2.44874 3.83365 -3.77515
H -1.87963 -2.94663 0.46812
C 1.41766 -3.09416 -3.75461
C -2.30586 6.06046 -3.30926
F -1.04892 4.07386 4.40624
O -0.14341 -2.47410 3.72688
H 4.81491 -5.02469 -0.93669
H -0.61148 -2.96461 3.02951
H -2.57685 4.81749 1.18334
C -3.91606 6.40672 -3.24310
H 1.65969 6.72517 0.58788
H 7.94495 -3.85622 -1.13015
C 6.62375 -4.66562 -2.41875
H 0.45024 4.58109 1.08225
C -0.20304 -3.25383 4.91216
H -0.92214 4.29136 -2.64130
C 1.37829 -4.76333 -3.80651
H -10.10734 -0.95112 2.68101
H -0.43632 -1.54935 1.75929
H -7.72686 -0.19633 2.96515
H 6.62820 -2.28111 -2.37971
H 7.16086 -1.68015 0.27618
C -1.68041 1.15473 -3.90973
C 3.44442 -2.99746 -1.66407
H 2.70418 5.57157 -1.41028
H 0.42150 -5.20998 5.58663
F 0.97474 3.09981 3.10298
C 4.99720 -4.84082 -2.07779
O -1.89045 -3.43125 1.31136
C -1.26123 2.60904 4.14613
H -3.27182 4.93183 -0.87740
H -4.48122 -4.05037 1.21416
C -0.58540 6.42219 0.16164
H -0.04472 -5.13984 3.87086
N -2.62452 1.25857 -2.91437
C 3.81293 -2.54651 -0.13171
H -2.67515 -1.81828 2.30824
H 5.08501 -3.14773 1.42463
F -1.08959 1.92770 5.47101
F -2.64229 2.29903 3.67517
F 0.49943 0.86322 3.76773
C -0.66263 1.76960 1.57772
H -3.91828 3.53267 -1.96310
H 2.81604 -4.67913 -5.27781
H 4.50258 0.16038 -0.10653
C -7.96815 -1.24610 2.77236
H -0.25773 5.71166 2.41438
H -0.88537 7.43645 0.69578
S -0.93250 -1.47027 -1.71051
C 0.85106 -1.92722 -1.19396
O -6.94216 -1.80930 1.96827
S 3.16678 -1.30548 2.66528
H -9.28681 -0.86421 1.10451
O 1.97318 -5.21254 -5.07985
H 2.99046 -2.41955 3.53502
H 5.87751 -1.06093 1.56551
H 8.11327 -3.06322 -3.23781
C 1.90233 -2.66432 -2.21316
H -7.98334 -1.77786 3.72840
H -1.99463 6.13279 -4.45653
C 1.20967 -1.49270 0.38148
O -4.68003 5.93298 -4.24771
S -0.35508 0.84996 -4.98527
H 1.06748 7.68555 -0.94595
O 4.34335 -3.64523 -2.63221
H 2.01786 -5.14021 -2.87924
O -4.40126 7.21915 -2.11147
H 0.34247 -2.71550 -4.01833
N 5.22015 -2.79390 0.43598
H 6.27306 0.52783 -0.65122
C -2.05405 4.49723 -2.86542
C 1.52071 5.44562 -1.34485
C -0.49635 0.33667 0.73164
H -5.05563 -2.57307 2.02409
H -1.33650 6.16641 -0.69792
C 6.93442 -3.17288 -3.09204
C -1.99544 1.38824 -1.54387
C 5.46708 -0.34113 -0.56490
C -1.46891 3.01449 0.80270
C -2.13171 2.83948 -0.72306
H 6.41860 -3.03233 -4.14465
H 5.28084 -0.72475 -1.66277
C -2.91644 -2.86805 2.11545
H -4.23510 -2.48616 0.44760
C -0.09736 2.03460 3.08992
C -0.48132 5.27692 1.32693
C -1.16959 0.18971 -0.79236
H 4.61441 -5.78753 -2.65637
C 6.02171 -1.49361 0.47054
H -9.53293 -2.42842 1.87107
C 2.73708 -1.80224 0.89189
H 0.25956 -5.12808 -3.64825
H 6.95238 -5.45868 -3.23274
O 7.41929 -4.72089 -1.17843
C 0.45495 -4.59830 4.68071
H 1.07959 5.44292 -2.42919
N -1.67746 4.36435 1.45163
C -9.30478 -1.37652 2.07199
H -1.63898 6.84502 -2.74790
H 1.49975 -4.46870 4.37988
C -2.92259 4.02928 -1.53347
C 0.97470 6.65976 -0.38754
H -1.25164 -3.37455 5.20073
H 2.19553 -2.64294 -4.51114
H 0.31281 -2.70686 5.70698
H 1.35283 4.36023 -0.90392
N 0.21624 -0.85538 1.32359

LUMO   -1.4 eV
DFT total energy   -106628.3992 eV

=====

Record 4
ORCA calculation (ωB97M-V/def2-TZVPD) on a single C4H8N2S molecule in a non-equilibrium geometry.

CARTESIAN COORDINATES (ANGSTROEM)
H 0.53854 1.46788 -1.03138
H 1.94100 -1.59683 1.33299
H -2.09732 -1.55750 -0.98042
H -1.98376 -0.14619 0.42630
C -0.51805 -0.28473 -1.13481
C -1.63178 -0.78977 -0.40848
S 2.95567 0.18286 -0.43813
N -0.44664 1.51676 0.65683
H -0.86964 2.34991 -0.03126
N 1.20013 -0.95292 1.07554
C 0.25779 0.84403 -0.28943
H 0.17451 -0.76730 -1.97519
H -1.06312 0.93667 1.21673
C 1.40563 -0.00182 0.17812
H 0.13705 -1.20105 1.40257

LUMO   0.2 eV
DFT total energy   -18090.0280 eV
Energy above the lowest of the compared OMol25 structures with the same formula, charge and spin   85.7 kcal per mole

=====

| no. | gap between HOMO and LUMO (eV) |
| --- | --- |
| 1 | 7.23 |
| 2 | 6.19 |
| 3 | 6.81 |
| 4 | 8.29 |